Formula: C7H5BrFNO2
Source: OMol25
Level of theory: the ωB97M-V functional and the def2-TZVPD basis

Electronic energy (eV): -85681.0015
SMILES: O=[N+]([O-])[C@](F)(Br)c1ccccc1
Highest occupied orbital energy (eV): -10.1
Max |F| (eV/A): 3.98

XYZ file:
```
17
C7H5BrFNO2 (the ωB97M-V functional and the def2-TZVPD basis)
O -1.2158 -4.4260 -0.9360
N -1.3110 -3.6188 -0.0774
O -2.2991 -3.1715 0.4927
C -0.0032 -3.0655 0.3418
F 0.9924 -3.5964 -0.6065
Br 0.4669 -3.8719 2.0027
C 0.0446 -1.5901 0.1196
C 0.0248 -0.8115 1.2403
C 0.0252 0.5739 1.1936
C 0.1317 1.1869 -0.0403
C 0.1665 0.3934 -1.1898
C -0.0029 -0.9575 -1.1516
H -0.0068 -1.3629 2.1211
H -0.1484 1.1830 2.1368
H 0.1592 2.2266 -0.1809
H 0.2643 1.0368 -2.1033
H -0.0941 -1.2964 -2.2136
```